1.
Molecular formula: C23H43F3I2N3O7P
Method: DFT, ωB97M-V/def2-TZVPD

```
82
Properties=species:S:1:pos:R:3
C 4.04 -0.94 4.67
C 4.98 -1.60 3.50
C 4.08 -1.86 2.13
O 3.94 -0.64 1.33
C 2.80 -0.70 0.40
C 2.66 -1.93 -0.67
C 1.93 -3.28 -0.09
C 0.31 -3.15 0.15
O 2.11 -4.33 -1.15
N 1.63 -0.43 1.37
C 2.03 0.98 1.85
N 2.18 1.48 3.12
N 2.26 1.66 0.48
C 0.85 2.18 0.25
C 0.66 3.76 0.77
C -0.21 3.86 2.17
P -2.00 3.22 2.05
O -2.94 4.52 2.20
O -2.42 2.51 0.51
C -3.84 2.11 0.46
C -4.06 0.65 -0.33
O -2.48 2.14 3.34
C -1.44 1.15 3.66
C -1.99 -0.31 4.16
C 2.83 0.69 -0.54
C 4.20 1.05 -1.36
I 5.98 -0.29 -1.47
C 4.37 2.33 -2.17
C 5.80 2.64 -2.97
I 2.81 3.85 -2.36
H 2.92 -1.06 4.31
H 4.17 -1.44 5.74
H 4.28 0.22 4.78
H 5.51 -2.61 3.81
H 5.79 -0.78 3.17
H 3.07 -2.36 2.46
H 4.68 -2.69 1.52
H 1.97 -1.54 -1.55
H 3.67 -2.27 -1.17
H 2.44 -3.74 0.88
H 0.16 -2.94 1.32
H -0.29 -4.15 -0.05
H -0.18 -2.21 -0.39
H 1.23 -4.26 -1.67
H 0.67 -0.51 0.97
H 3.03 2.09 3.35
H 1.41 1.28 3.81
H 0.01 1.57 0.79
H 0.59 2.21 -0.90
H 0.05 4.40 -0.03
H 1.74 4.22 0.87
H -0.25 5.02 2.45
H 0.31 3.33 3.08
H -4.34 1.97 1.51
H -4.48 2.91 -0.12
H -4.62 0.82 -1.36
H -3.04 0.09 -0.48
H -4.80 -0.05 0.30
H -0.74 0.96 2.74
H -0.76 1.59 4.52
H -1.02 -0.98 4.35
H -2.55 -0.26 5.18
H -2.62 -0.90 3.37
H 2.03 0.64 -1.40
H 5.79 3.70 -3.50
H 5.88 1.79 -3.78
H 6.70 2.61 -2.21
C -5.48 -1.70 -6.56
C -5.78 -0.65 -5.51
O -6.28 -1.20 -4.29
C -5.33 -1.72 -3.32
O -4.40 -0.82 -3.04
C -4.74 -3.14 -3.70
F -5.70 -3.93 -4.26
F -4.32 -3.82 -2.59
F -3.70 -3.12 -4.57
H -6.23 -2.50 -6.56
H -5.46 -1.25 -7.56
H -4.51 -2.16 -6.40
H -6.60 -0.03 -5.90
H -4.93 0.02 -5.36
H -6.01 -1.99 -2.50
```

E_LUMO in eV: -3.5
Kohn-Sham gap in Eh: 0.0766
Net charge: 0

---

2.
Molecular formula: C41H35ClFMgN6O7
Method: DFT, ωB97M-V/def2-TZVPD

```
92
Properties=species:S:1:pos:R:3
Mg 0.09 0.61 -0.13
C 0.50 0.13 4.30
C -0.74 0.54 4.75
C -1.65 1.06 3.85
C -1.29 1.16 2.51
N -0.10 0.75 2.07
C 0.77 0.24 2.95
C -2.22 1.74 1.48
C -3.39 2.40 1.82
C -4.21 2.88 0.81
C -3.83 2.69 -0.50
C -2.63 2.05 -0.76
N -1.85 1.59 0.21
H 1.24 -0.29 4.97
H -1.00 0.45 5.80
H -2.63 1.36 4.18
H 1.71 -0.10 2.53
H -3.67 2.55 2.86
H -5.13 3.39 1.05
H -4.44 3.04 -1.33
H -2.28 1.90 -1.77
O -0.41 -0.41 -7.11
C -1.16 -0.88 -6.23
O -2.15 -1.63 -6.31
C -0.74 -0.53 -4.78
C 0.32 0.34 -4.55
C 0.66 0.66 -3.25
N 0.03 0.14 -2.19
C -0.99 -0.71 -2.41
C -1.40 -1.06 -3.68
C -1.66 -1.24 -1.14
O -2.76 -1.77 -1.23
O -0.98 -1.04 -0.06
H 0.84 0.75 -5.40
H 1.45 1.37 -3.02
H -2.24 -1.73 -3.82
F 5.83 -3.08 -0.59
C 5.74 -1.74 -0.52
C 4.51 -1.17 -0.34
C 4.38 0.21 -0.20
C 3.05 0.81 -0.02
O 2.06 0.06 0.08
C 3.01 2.24 0.04
C 4.18 2.93 0.00
N 5.41 2.38 -0.11
C 6.58 3.22 -0.12
C 7.56 3.10 1.00
C 6.68 4.31 0.90
C 5.53 1.00 -0.26
C 6.77 0.41 -0.51
C 6.91 -0.96 -0.64
N 8.19 -1.49 -0.91
C 8.33 -2.78 -1.57
C 9.71 -2.86 -2.20
N 10.75 -2.69 -1.15
C 10.57 -1.40 -0.44
C 9.18 -1.33 0.15
C 1.72 3.05 0.12
O 1.79 4.16 0.62
O 0.71 2.48 -0.41
H 3.62 -1.80 -0.29
H 4.15 4.01 0.08
H 6.98 3.43 -1.11
H 8.61 3.19 0.77
H 7.33 2.38 1.78
H 7.11 5.25 0.58
H 5.87 4.39 1.61
H 7.66 1.02 -0.64
H 7.58 -2.87 -2.36
H 8.19 -3.62 -0.88
H 9.84 -2.06 -2.92
H 9.89 -3.83 -2.67
H 11.77 -2.78 -1.56
H 10.68 -3.47 -0.46
H 10.70 -0.61 -1.18
H 11.37 -1.33 0.31
H 9.05 -0.37 0.65
H 9.06 -2.11 0.92
Cl -0.95 -5.08 -1.29
C -1.05 -4.61 0.38
C -2.10 -5.08 1.14
C -2.22 -4.71 2.47
C -1.26 -3.87 3.05
C -0.22 -3.40 2.29
C -0.06 -3.75 0.92
C 0.99 -3.22 0.17
H -2.84 -5.71 0.67
H -3.05 -5.08 3.06
H -1.35 -3.57 4.08
H 0.51 -2.73 2.72
H 1.09 -3.41 -0.89
H 1.65 -2.49 0.62
```

E_LUMO (spin up / spin down) in eV: 1.3 / 1.3
Kohn-Sham gap (spin up / spin down) in Eh: 0.1391 / 0.2276
Net charge: -1
Energy above the lowest of the compared OMol25 structures with the same formula, charge and spin in kcal/mol: 0.0

---

3.
Molecular formula: C14H18N4OS
Method: DFT, ωB97M-V/def2-TZVPD

```
38
Properties=species:S:1:pos:R:3
C -4.18 -2.65 -0.30
H -4.76 -3.43 0.19
H -4.52 -2.56 -1.33
H -3.14 -2.96 -0.31
C -4.35 -1.33 0.46
C -3.49 -0.28 -0.15
N -2.51 0.35 0.46
C -2.04 1.20 -0.49
N -2.67 1.13 -1.64
N -3.60 0.18 -1.41
H -4.24 -0.08 -2.14
S -0.73 2.30 -0.18
C -0.14 1.57 1.38
C 0.55 0.22 1.24
O 0.58 -0.57 2.16
N 1.12 -0.01 0.04
H 1.10 0.72 -0.66
C 1.92 -1.18 -0.24
C 3.39 -0.83 -0.28
C 4.11 -0.90 -1.46
C 5.45 -0.55 -1.48
C 6.07 -0.11 -0.33
C 5.35 -0.04 0.86
C 4.02 -0.39 0.88
H 3.45 -0.34 1.80
H 5.84 0.30 1.76
H 7.12 0.17 -0.34
H 6.01 -0.61 -2.41
H 3.63 -1.24 -2.37
H 1.72 -1.89 0.57
H 1.60 -1.62 -1.19
H -0.98 1.47 2.06
H 0.58 2.29 1.79
C -5.81 -0.89 0.47
H -6.19 -0.77 -0.55
H -6.42 -1.63 0.98
H -5.92 0.06 0.99
H -4.00 -1.46 1.48
```

SMILES: CC(C)c1nc(SCC(=O)NCc2ccccc2)n[nH]1
E_LUMO in eV: 0.7
Kohn-Sham gap in Eh: 0.3402
Net charge: 0
Energy above the lowest of the compared OMol25 structures with the same formula, charge and spin in kcal/mol: 7.1

---

4.
Molecular formula: C3H8O3
Method: DFT, ωB97M-V/def2-TZVPD

```
14
Properties=species:S:1:pos:R:3
C 0.23 -0.13 0.02
C -0.99 0.04 0.75
C 0.66 0.80 -1.07
O 0.79 -1.36 0.06
O 0.68 0.75 1.61
O -1.74 -0.62 -0.72
H 1.58 -1.37 -0.51
H 0.88 0.05 2.25
H -1.69 -1.58 -0.65
H -1.47 1.00 0.75
H -1.25 -0.70 1.50
H 1.72 1.04 -0.93
H 0.51 0.34 -2.04
H 0.10 1.73 -1.02
```

E_LUMO in eV: 0.5
Kohn-Sham gap in Eh: 0.3524
Net charge: 0
Energy above the lowest of the compared OMol25 structures with the same formula, charge and spin in kcal/mol: 88.9